DFT (ωB97M-V with the def2-TZVPD basis set) results for a cluster of 6 separate species, C26H47FN6O4S in total.

XYZ file:
```
85
Properties=species:S:1:pos:R:3:forces:R:3
H 0.5749 3.3052 1.3633 0.05 0.17 -0.41
C 5.0764 -2.6024 0.2369 -0.32 -1.69 0.24
C 0.0772 4.0697 -0.6730 -0.11 -2.07 0.90
H 3.0149 0.7883 0.7877 0.20 0.07 -0.13
N -1.0786 1.3480 -0.0445 -0.42 -0.01 -1.19
H -0.6621 -4.2831 -5.6279 0.05 -0.03 0.03
H -1.4416 9.0722 3.8169 0.07 -0.04 0.09
H -1.9792 -2.1649 -5.4467 0.12 -0.01 -0.06
O 1.9889 4.0471 -2.0312 1.33 1.16 -1.90
H -0.9920 7.2841 1.3676 0.04 0.01 0.02
C -1.1351 8.1240 3.3709 -0.16 0.07 -0.23
H 3.4081 -9.3074 -1.7788 0.05 0.11 0.01
C 3.2837 -7.5591 1.1386 0.94 -0.48 -1.39
C 3.8436 1.1225 0.1479 -0.53 0.58 0.07
C -0.2874 3.6122 0.7673 -0.45 0.34 -0.09
H 4.8378 -8.5334 0.1194 0.00 0.03 0.06
C 0.7044 6.4808 3.3123 -0.25 1.55 0.75
F -1.7802 0.1359 -2.1683 0.43 0.66 0.85
H 5.0911 -4.6166 -0.3414 0.09 0.06 0.01
H -4.8815 2.2436 2.0393 0.01 0.07 0.02
H -0.5446 8.9939 1.4712 0.00 -0.03 -0.01
C -7.5719 3.0293 1.9151 -0.05 -0.02 -0.03
H -0.9034 -1.5865 -4.1844 0.06 -0.01 -0.09
H -1.3136 2.1012 1.8748 -0.09 0.08 -0.24
C 3.8950 -8.0367 -0.1151 -0.36 0.00 0.10
C -1.3471 2.4962 0.8492 0.31 0.43 1.23
C 2.3436 -3.2125 1.2832 0.00 -0.01 0.03
C -0.2352 -3.3922 -5.1648 0.06 0.17 0.34
H -4.6451 2.0432 0.3001 -0.04 0.12 0.07
H -0.2599 1.4724 -0.6361 -0.04 -0.11 0.06
C -5.2144 2.5825 1.0561 -0.25 0.22 -0.13
N 2.8100 -7.1912 2.1048 -0.62 0.45 1.19
C -1.3441 -2.4863 -4.6187 -0.24 0.01 0.19
H 2.0921 -9.9745 0.9082 0.06 0.03 0.01
H -7.2949 2.7269 2.9276 -0.01 0.02 -0.01
H 2.7969 -3.7237 -0.7494 0.10 -0.09 -0.02
N 1.3693 -4.1309 -3.2396 0.84 -0.37 1.07
H -0.7004 4.4792 1.2943 -0.01 -0.31 0.02
H 1.2658 -3.3145 1.1544 0.01 -0.03 0.03
H 1.9619 -10.9036 -0.5778 0.04 -0.01 0.00
H 2.5848 -2.1524 1.1809 0.05 -0.02 0.01
C -6.7119 2.3171 0.8762 -0.29 0.03 0.15
H -2.9984 -2.5034 -3.2289 0.00 -0.03 -0.01
H 3.5190 -10.7879 0.2485 -0.03 0.00 0.01
C 2.9468 -8.9976 -0.8390 -0.14 -0.27 -0.02
C 1.4470 3.5552 -1.1091 -1.09 0.20 0.73
H 2.7618 -5.0945 0.3479 0.09 0.03 -0.02
H 2.5950 -3.5264 2.2987 -0.03 0.01 0.00
H 0.3455 -2.8637 -5.9213 0.07 -0.08 0.01
O -3.2431 1.8882 -1.3699 0.77 0.56 -0.42
N -4.7117 5.1353 0.8220 0.28 1.37 -0.11
H 0.2975 7.7262 4.9480 0.09 -0.05 -0.01
C -1.2288 8.2327 1.8529 -0.04 0.03 0.01
N 1.0339 5.4808 2.8831 0.44 -1.18 -0.47
H 4.1134 -7.1757 -0.7487 0.02 0.05 0.08
H 4.1068 0.3042 -0.5176 0.04 0.15 0.11
H 3.6954 2.2468 -1.6740 -0.48 0.38 0.00
H 0.9883 8.5457 3.5455 0.04 -0.05 -0.02
C 0.2767 7.7805 3.8592 -0.24 -0.26 -0.13
H 3.9549 3.2528 -0.2356 -0.60 0.19 -0.14
C -4.9313 4.0235 0.9239 -0.07 -1.71 0.19
H -2.2405 8.5058 1.5532 0.03 0.00 -0.01
H 4.9059 -4.3452 1.3938 0.03 0.04 0.01
H -6.8893 1.2420 0.9418 0.12 -0.01 -0.05
H -7.0232 2.6338 -0.1215 0.11 -0.05 -0.03
H -2.6757 -4.0740 -3.9718 0.00 0.01 0.03
H -2.3407 2.9449 0.7397 0.12 -0.37 -0.55
O -3.0807 -0.1759 -0.1819 0.36 -0.47 0.43
H -1.8389 7.3642 3.7175 0.06 0.01 0.08
H 2.0205 -8.4778 -1.0926 0.08 0.09 -0.02
H -8.6253 2.7886 1.7667 0.02 -0.01 0.04
H 4.6843 1.3448 0.8115 -0.03 -0.17 -0.25
H -7.4731 4.1138 1.8420 0.06 -0.02 0.02
H -0.0214 5.1397 -0.8427 0.34 -0.14 0.02
S -2.3988 0.8467 -0.8865 -1.07 -0.54 -0.09
C 0.6726 -3.8092 -4.0789 -0.93 0.34 -1.41
O 1.9852 2.5120 -0.4437 -0.43 0.65 0.21
C 3.0821 -4.0562 0.2516 -0.29 0.13 -0.03
C 4.6056 -3.9885 0.4069 -0.21 0.25 -0.11
C 2.6138 -10.2358 -0.0139 -0.02 -0.01 -0.02
C 3.4033 2.3943 -0.6320 1.25 -1.79 0.56
H -0.6206 3.5612 -1.3615 0.05 0.44 0.00
H -1.6241 -3.4552 -2.6889 0.02 -0.03 -0.04
C -2.2078 -3.1737 -3.5668 -0.03 0.04 0.00
N 5.4216 -1.5267 0.1061 0.56 1.14 -0.16
```
Forces are in eV/Å.

The multiplicity is 1. Its SMILES is CCOC(=O)CCCNS(=O)(=O)F.CCCC#N.CCCC#N.CCCC#N.CCCC#N.CCCC#N. For the LUMO energy, the calculation gives 0.55 eV. For the frontier orbital gap, the calculation gives 0.3919 hartree.

DFT (ωB97M-V with the def2-TZVPD basis set) results for a structure of composition C14H32N6O6SSn.

XYZ file:
```
60
Properties=species:S:1:pos:R:3:forces:R:3
H 1.9584 3.9263 -1.9651 0.43 -0.40 0.32
C -1.1793 1.5020 -2.3003 0.90 -0.26 1.34
C 4.0956 -0.4378 1.9936 0.32 -0.07 0.50
C -1.1167 -4.1276 2.6710 -0.08 -0.23 0.11
H 3.5627 1.6956 3.6884 -0.12 0.18 -0.11
H 1.2331 -1.4256 -0.5560 0.54 -0.05 -0.13
H -0.9966 -2.2055 3.6445 -0.17 -0.05 -0.22
S -0.9450 0.5776 0.6018 -0.68 0.34 1.98
O -0.6235 3.6750 -1.7250 0.36 0.06 0.24
H -5.9258 -2.6865 0.9683 -0.06 0.17 0.00
H 2.3495 2.9775 3.4202 0.16 -0.12 -0.15
N 2.6260 0.0202 0.1124 0.66 1.54 2.74
O 2.5368 3.2786 -1.5206 0.01 1.90 -0.31
O 0.2455 -1.4385 -0.8699 -0.29 1.00 0.15
H -3.5113 0.0984 0.9151 0.31 -0.41 0.08
H 5.1985 1.9619 -2.9923 -0.40 0.20 0.49
N -3.1259 -0.8028 1.2024 0.07 -0.15 -0.37
C 2.6230 0.6147 -3.1049 -4.48 -1.45 0.42
H -3.4984 -2.8675 1.1827 -0.21 0.16 -0.14
H -0.4476 4.0359 -0.8320 0.04 -0.45 -0.26
H -1.5066 -4.5793 1.7519 0.08 0.12 0.14
H -5.4537 -1.5239 2.2232 0.04 -0.05 -0.18
N 1.7176 2.2665 0.9541 0.54 -0.98 1.12
H -2.0619 -0.8783 -3.5699 0.03 -0.12 0.41
H 3.5290 -1.2344 2.5009 0.18 0.12 -0.17
C -1.7694 -0.8408 1.1498 0.20 0.30 -0.32
O 2.6564 -1.2545 -0.1020 -0.10 -1.29 -0.81
H 4.6711 0.1083 2.7481 -0.09 -0.15 -0.12
H -5.8400 -0.9602 0.5763 0.05 -0.09 0.13
H -2.5378 1.4338 -3.9192 0.00 0.22 0.24
N -0.0898 -0.0837 -0.9899 -0.27 -1.39 -1.99
C 3.1679 2.4129 2.9597 0.05 0.13 0.49
H -1.5311 -4.6766 3.5211 0.12 0.02 -0.07
H -2.5828 -2.5401 2.9237 0.31 -0.05 0.06
H 2.8098 1.2948 -3.9314 -0.16 -0.03 0.41
H -2.8377 -1.0121 -1.9763 0.15 -0.06 -0.12
H -2.0091 3.0880 -3.4661 -0.14 -0.43 0.15
H -0.0283 -4.2484 2.6902 -0.17 0.00 -0.08
N -0.3236 2.2980 -1.6288 -0.62 0.16 0.08
C -1.0305 0.1374 -2.0173 1.13 0.69 0.15
H 3.9782 3.1224 2.7244 -0.25 -0.14 0.03
C -1.8578 -0.9759 -2.4901 -0.55 -0.56 -0.50
H 3.8849 2.5407 -2.2502 0.69 -0.60 -0.54
Sn 1.6589 1.5661 -1.1276 1.50 -1.61 -1.67
C -2.2831 2.0966 -3.0791 -0.55 0.03 -0.77
O 4.3453 1.7153 -2.5894 2.92 2.31 0.84
H -1.3382 -1.9279 -2.3033 -0.28 0.36 -0.22
H -0.1184 -1.9592 1.3333 -0.59 0.23 0.12
H 4.7951 -0.9157 1.2936 -0.31 0.08 0.15
C 3.1839 0.4786 1.2695 -0.73 -1.07 -2.33
H -3.8475 -2.0517 -0.3521 0.05 0.02 0.29
N -1.1164 -1.9293 1.5692 0.26 0.22 0.11
C -1.5043 -2.6669 2.7826 -0.11 -0.04 -0.15
C -5.3726 -1.7626 1.1574 -0.16 -0.24 0.00
H 1.6790 0.0843 -3.3462 0.14 -0.32 -0.42
C -3.9292 -1.9629 0.7445 0.19 0.21 0.30
O 0.9501 3.1828 1.3860 -0.05 0.81 -0.25
H -3.1899 2.2066 -2.4566 0.39 -0.02 -0.16
C 2.6986 1.7238 1.7334 -1.06 1.10 -1.23
H 3.3747 -0.1443 -2.9316 -0.12 0.20 0.23
```
Forces are in eV/Å.

The calculation puts the energy above the lowest of the compared OMol25 structures with the same formula, charge and spin at 0.000 eV. The multiplicity is 1. For the LUMO energy (spin up / spin down), the calculation gives -1.07 / -1.09 eV. For the frontier orbital gap (spin up / spin down), the calculation gives 0.1987 / 0.1977 hartree.

DFT (ωB97M-V with the def2-TZVPD basis set) results for a structure of composition C25H18BaN3OS2.

XYZ file:
```
50
Properties=species:S:1:pos:R:3:forces:R:3
H -3.9529 3.2195 -0.9216 0.03 0.00 -0.06
N 4.6035 -9.5839 -3.1990 0.01 -0.02 0.00
H 5.6074 -6.5097 -1.9488 0.00 -0.02 0.00
S -0.7150 2.3576 -3.3582 -0.24 -0.07 -0.20
C 2.1300 -5.4709 -3.2641 -0.01 0.01 0.01
C 4.6337 -6.2127 -2.3151 -0.08 -0.03 -0.04
C 2.9449 -4.5096 -2.6471 0.01 -0.08 -0.02
C 4.2478 -8.4958 -3.0789 0.21 -0.65 -0.07
C -3.0824 3.9570 0.8840 0.00 -0.04 -0.03
Ba 1.3079 0.5533 -1.9807 0.37 -0.28 -1.93
C -4.0706 3.3197 0.1482 0.06 0.01 0.00
C -1.8268 4.5298 0.2760 0.12 0.19 -0.04
C -0.4057 1.6345 2.5631 -0.05 -0.03 0.04
C 2.5055 -3.1659 -2.5062 0.12 -0.35 -0.03
C 2.2250 2.3702 2.0517 -0.02 -0.04 0.00
H 0.7792 -1.4911 0.7206 0.03 0.01 -0.02
S -1.6085 4.4421 -1.5162 0.01 0.10 0.08
H -0.7991 -1.5316 1.4900 0.01 -0.01 0.02
N -0.9589 0.7201 -0.6303 -0.44 -0.24 0.15
C 3.8093 -7.1572 -2.9322 -0.20 0.59 0.06
C -5.3395 2.9062 2.1506 -0.10 -0.04 0.01
H -2.4653 4.5447 2.8497 0.02 0.01 0.00
C -5.1908 2.7984 0.7772 -0.06 -0.04 0.01
H 1.9132 -7.5082 -3.8828 0.01 -0.02 0.00
C 2.1267 -2.0107 -2.3838 -0.05 0.11 -0.09
C 0.2402 1.1389 1.4455 0.11 0.20 0.19
H -1.4428 1.3693 2.7397 0.00 0.00 0.00
H -6.2125 2.4921 2.6394 -0.01 0.00 0.01
C 4.2038 -4.9098 -2.1762 0.01 -0.02 0.00
O 2.1489 1.0610 0.0703 0.63 0.18 0.84
C 1.5788 1.5029 1.1542 -0.26 0.27 0.56
C 1.5651 2.8551 3.1661 0.04 0.04 0.02
C -1.1251 2.7418 -1.7319 -0.07 0.42 -0.25
N -1.1309 2.0860 -0.6319 -0.05 -0.05 0.50
H 4.8368 -4.1750 -1.6989 0.00 0.02 0.01
H 1.1581 -5.1690 -3.6288 -0.01 0.02 0.00
H -5.9469 2.2948 0.1884 -0.02 -0.01 -0.01
C 0.2498 2.4970 3.4325 -0.09 0.01 0.08
C -4.3581 3.5437 2.8942 0.02 0.02 0.07
H 3.2464 2.6581 1.8346 0.01 0.00 0.00
H -4.4590 3.6309 3.9689 -0.01 0.00 0.02
H -0.2640 2.8895 4.3004 0.00 0.00 0.02
C -0.2692 -1.2136 0.5886 -0.06 -0.09 -0.03
C -3.2406 4.0641 2.2637 0.02 -0.02 -0.01
H -1.7806 5.5997 0.4973 0.02 0.01 0.00
H -0.9607 4.0546 0.7429 -0.03 0.03 -0.04
H -0.6835 -1.7394 -0.2723 0.02 0.01 0.02
C -0.4068 0.2666 0.4367 -0.12 -0.13 0.12
H 2.0834 3.5310 3.8368 0.00 0.01 0.01
C 2.5508 -6.7757 -3.4061 0.11 0.01 0.05
```
Forces are in eV/Å.

The calculation puts the energy above the lowest of the compared OMol25 structures with the same formula, charge and spin at 0.305 eV. The multiplicity is 1. For the LUMO energy, the calculation gives 2.15 eV. The net charge is -1. For the frontier orbital gap, the calculation gives 0.2723 hartree.

DFT (ωB97M-V with the def2-TZVPD basis set) results for a cluster of 2 separate species, C2HCl3S2 in total.

XYZ file:
```
8
Properties=species:S:1:pos:R:3:forces:R:3
Cl 0.1209 1.6138 1.1804 -0.26 0.03 0.70
Cl 0.0304 2.6316 -1.5397 0.27 -1.20 0.76
C 0.4990 1.1604 -0.4466 -0.39 0.54 -1.50
S -1.7628 -2.2913 2.1754 0.22 -0.05 -0.26
Cl 2.2283 0.9197 -0.5900 0.15 -0.18 -0.12
S -0.4978 -0.2367 -1.0963 -0.97 2.05 -0.84
C -0.8065 -2.5522 1.0146 -0.27 -0.16 0.46
H 0.1885 -1.2453 -0.6977 1.25 -1.03 0.79
```
Forces are in eV/Å.

The calculation puts the energy above the lowest of the compared OMol25 structures with the same formula, charge and spin at 1.860 eV. The multiplicity is 1. For the LUMO energy, the calculation gives -0.40 eV. For the frontier orbital gap, the calculation gives 0.3464 hartree.

DFT (ωB97M-V with the def2-TZVPD basis set) results for a cluster of 2 separate species, C2H2O3 in total.

XYZ file:
```
7
Properties=species:S:1:pos:R:3:forces:R:3
O 2.3075 -0.6723 -0.5974 0.76 0.44 0.09
O 2.0317 1.1397 0.7986 0.55 1.04 0.59
H -2.5713 0.8223 -0.3686 1.88 -0.59 0.59
H -0.6515 -1.2232 0.0821 -1.69 0.94 0.62
C -1.7484 -0.7578 0.2720 1.68 -0.61 -0.72
O -1.6382 0.4262 -0.2792 -1.85 0.26 -0.49
C 2.2701 0.2650 0.0926 -1.33 -1.48 -0.68
```
Forces are in eV/Å.

The calculation puts the energy above the lowest of the compared OMol25 structures with the same formula, charge and spin at 2.385 eV. The multiplicity is 1. For the LUMO energy, the calculation gives 0.44 eV. For the frontier orbital gap, the calculation gives 0.3446 hartree.

DFT (ωB97M-V with the def2-TZVPD basis set) results for an isolated molecule of C2H6N2O.

XYZ file:
```
11
Properties=species:S:1:pos:R:3:forces:R:3
H 0.9182 -0.9186 2.4696 0.12 0.01 -0.09
H 0.7353 0.9682 -1.6271 -0.09 -0.06 -0.04
H -0.7756 0.3360 -2.3319 0.01 0.00 -0.12
H -1.3368 -0.3731 -0.0039 -0.03 -0.04 -0.07
C 0.6017 -0.2351 0.5753 0.22 -0.23 0.00
H -0.8118 1.7173 -1.2180 0.00 0.04 -0.03
H -0.6097 -1.3557 1.8489 -0.03 0.05 -0.03
C -0.3196 0.7696 -1.4467 0.06 0.05 0.09
N -0.4133 -0.1626 -0.3411 -0.19 0.09 0.00
O 1.6923 0.2748 0.4043 0.00 0.11 0.13
N 0.3194 -1.0207 1.6706 -0.06 -0.02 0.14
```
Forces are in eV/Å.

The calculation puts the energy above the lowest of the compared OMol25 structures with the same formula, charge and spin at 0.030 eV. The multiplicity is 1. Its SMILES is CNC(N)=O. For the LUMO energy, the calculation gives 0.82 eV. For the frontier orbital gap, the calculation gives 0.3833 hartree.

The records above give, respectively, DFT total energy values of -2146.3939; -1944.7465; -2024.9054; -2253.6541; -303.0427; -264.5862 hartree.
The records above give, respectively, largest force on an atom values of 0.050; 0.092; 0.039; 0.047; 0.041; 0.006 hartree/bohr.